(1)
Here is a molecular structure, CH2CsO2 in a non-equilibrium geometry from the Open Molecules 2025 dataset. Energies are from the ωB97M-V functional and the def2-TZVPD basis.

Last column: Mulliken charge in e.
Element x y z (Å)
H  -1.5835  -1.3030  -0.1221  0.220
O  -0.9759  0.6264  -0.1329  -0.392
O  4.4931  -0.5732  0.5259  -0.919
C  -1.8028  -0.2356  0.0688  -0.047
H  -2.8308  0.0292  0.3790  0.223
Cs  2.6999  1.4561  -0.7187  0.915

Cartesian forces (eV/Å) of the 3 atoms listed first:
-0.0096 0.1328 0.1792
-0.3815 -0.5886 0.2231
-0.6256 0.7034 -0.4383

Computed properties:
Gap between HOMO and LUMO (alpha / beta): 6.57 / 5.68 eV
2S+1: 2
LUMO energy (alpha / beta): -0.01620 / -0.01515 Ha

=====

(2)
Here is 2 unconnected molecules or ions with the total composition CH2F2N in a non-equilibrium geometry from the Open Molecules 2025 dataset. Energies are from the ωB97M-V functional and the def2-TZVPD basis.

Last column: Mulliken charge in e.
Element x y z (Å)
C  -0.4285  -1.1602  -0.6654  0.019
N  0.0304  1.0567  0.7846  0.193
F  0.3277  1.8354  -0.2094  0.003
F  1.1170  0.8925  1.4967  -0.008
H  -0.9414  -0.7608  -1.5366  0.401
H  -0.1052  -1.8636  0.1301  0.393

Cartesian forces (eV/Å) of the 3 atoms listed first:
1.0477 0.1601 0.8562
-0.8777 -1.5889 -0.1555
0.5322 0.6635 -0.2700

Computed properties:
Total charge: +1
Gap between HOMO and LUMO (alpha / beta): 7.20 / 8.60 eV
Energy relative to the best compared isomer or geometry (same formula, charge and spin): 491.5 kJ/mol
LUMO energy (alpha / beta): -0.33408 / -0.35416 Ha